Computed, not measured: C23H21Br2F3InN4S as an isolated structure, with ωB97M-V/def2-TZVPD.

## Properties
- E_LUMO (eV) = -4.69
- net charge = +1
- HOMO-LUMO gap (eV) = 6.3
- HOMO (eV) = -10.98

Atoms and positions in Å:
N  10.6547  0.4530  16.6975
C  8.7362  0.0146  8.4140
C  13.4437  0.9256  12.6603
C  6.2670  -0.9311  11.2212
H  5.3861  -3.5146  17.3802
C  7.3563  -0.0662  10.4553
In  8.2423  1.4836  13.1678
H  11.6611  1.9253  15.6594
H  7.7325  -2.8327  17.7503
H  6.5412  -0.3805  8.5150
H  13.7845  2.3413  11.0466
H  11.6727  1.9350  9.9678
C  11.3085  -0.2149  12.5236
H  6.7871  0.9057  10.6675
Br  5.7548  2.0004  12.6613
H  5.3167  -0.8909  10.6781
C  9.4444  3.2573  12.6066
H  12.0312  -1.0856  17.4093
C  13.1594  1.6116  11.4790
C  11.0326  -0.8140  17.0783
C  5.8517  -2.7509  16.7351
H  14.2954  1.1081  13.2426
N  6.9828  -0.7972  15.2094
N  8.9640  -0.8611  16.4438
H  12.6849  -0.4649  14.1164
C  9.7875  0.2440  10.6139
H  9.6940  -1.5782  12.5690
F  9.5613  3.4718  11.2666
H  10.8120  0.3124  8.7332
H  12.4519  1.3781  17.1850
C  12.5016  0.0342  13.2000
F  8.8365  4.3718  13.0890
C  9.3752  0.4138  16.2687
H  6.1313  -0.4525  12.1911
C  5.7406  -1.1686  15.0079
H  5.2180  -0.6868  14.1885
C  7.6409  -1.3490  16.1952
Br  6.7047  -2.7408  11.5853
C  9.9858  -1.6516  16.9144
C  5.0953  -2.1125  15.7708
H  10.9462  -1.9260  13.5641
H  11.0097  2.4060  17.2295
C  9.8529  0.2050  9.2112
H  9.8167  -2.6995  17.1069
C  7.1672  -2.3502  16.9765
F  10.7349  3.3512  13.0696
H  4.0839  -2.4606  15.5962
C  11.5040  1.6217  16.6830
S  8.5647  1.7532  15.6254
C  11.9897  1.3585  10.8325
C  7.4855  -0.1757  9.0314
C  8.5505  0.2023  11.2533
N  10.4748  -1.2095  13.0844
H  8.8171  0.0178  7.2802
C  11.0290  0.4381  11.2940

=====

Computed, not measured: C24H31N5O6 as an isolated structure, with ωB97M-V/def2-TZVPD.

## Properties
- E_LUMO (eV) = 0.14
- net charge = 0
- HOMO-LUMO gap (eV) = 8.2
- HOMO (eV) = -8.09

Atoms and positions in Å:
O  -1.2704  -0.6570  -0.7204
H  0.8984  2.5653  0.6860
O  2.1859  -1.6602  1.9731
C  0.7663  0.0944  1.0079
C  -0.8935  2.1642  -2.1012
C  1.0693  -1.3914  1.5882
C  2.8317  -1.2966  -0.8259
H  0.4040  -3.8069  -0.5807
H  5.5467  -2.5700  1.3009
C  -5.6803  4.0098  -0.0967
H  -6.2440  3.6096  0.7247
C  0.1792  -0.1859  -2.7392
N  2.1365  3.4982  1.9713
C  4.7187  -3.2265  0.8376
O  -0.5857  3.0576  -1.2431
C  -1.5210  -4.5328  -0.0555
H  -1.9063  -3.4823  -0.3677
C  -2.1867  -4.8162  1.1618
H  2.4217  0.7038  -1.5828
C  -0.1063  -4.3567  0.0546
N  -4.5594  2.0377  -2.4456
O  -5.3738  2.6780  -1.8460
H  2.1109  -0.1058  3.4955
H  3.2678  1.6555  4.6906
H  -0.0943  1.5847  -4.0578
H  1.1596  -0.3909  -3.0354
H  -0.3651  0.3776  1.1600
C  2.0021  0.9054  3.2948
H  -1.8144  -5.1446  -0.9675
H  -3.3505  -4.4522  1.1504
C  2.7996  1.9949  3.5020
H  -0.8051  -0.6126  -3.1071
H  0.1528  -5.2058  0.5101
H  -1.1936  -4.8138  3.2541
H  1.0412  1.8156  -2.9092
H  -1.7402  -3.1981  2.6668
N  -2.1639  1.9571  -2.5568
H  -2.3241  1.2769  -3.2838
N  -0.0135  -2.2714  1.3243
N  0.9892  0.1245  -0.4123
O  2.0841  -2.1595  -1.0514
C  -0.0464  -3.4628  1.5852
C  -0.0933  -0.1067  -1.1582
H  0.8600  -3.6143  2.1264
C  2.3639  0.0970  -0.8390
H  5.5282  -2.6771  -1.2338
H  -0.9634  -1.6463  0.8468
C  -1.3841  -3.9630  2.3710
H  5.1244  -4.1981  0.8423
C  1.3904  1.1475  1.8549
C  4.4848  -2.6946  -0.7065
C  -4.8546  3.2451  -0.6444
C  1.5486  2.5525  1.3691
C  0.1931  1.4447  -3.1682
H  -6.3896  4.7725  -0.4318
C  2.5610  3.0942  3.0500
H  3.7429  -3.4327  -1.2857
C  -3.4545  2.3954  -2.1689
H  -5.1092  4.6784  0.8543
H  3.1457  4.1893  3.6613
H  2.9124  0.6075  -0.0228
H  -2.7410  3.5842  -0.1559
H  -2.1264  -5.7739  1.4460
C  -3.5610  3.1608  -0.8946
H  3.9441  -3.2109  1.4653
O  4.1856  -1.3109  -0.7798

=====

Computed, not measured: one molecule with the formula CHN3OS, with ωB97M-V/def2-TZVPD.

## Properties
- structure (SMILES) = S=c1nno[nH]1
- E_LUMO (eV) = -1.43
- net charge = 0
- HOMO-LUMO gap (eV) = 7.9
- HOMO (eV) = -9.35

Atoms and positions in Å:
N  0.8698  -0.2084  -0.9215
S  0.0663  -1.3186  1.4331
H  -1.2651  1.1402  0.9573
C  0.0109  -0.2766  0.1443
O  -0.4586  1.5333  -0.9634
N  -0.9649  0.6875  0.0414
N  0.6390  0.8568  -1.5549

=====

Computed, not measured: a 2-piece molecular cluster, C6H14BrPS overall, with ωB97M-V/def2-TZVPD.

## Properties
- E_LUMO (alpha / beta) (eV) = -2.71 / -2.65
- net charge = 0
- HOMO-LUMO gap (alpha / beta) (eV) = 6.1 / 6.1
- HOMO (alpha / beta) (eV) = -8.80 / -8.79

Atoms and positions in Å:
H  -0.5975  1.5995  -1.2322
H  -2.0507  -0.3054  0.0676
H  -0.9575  1.3987  2.9035
C  -1.1614  -0.2610  0.6998
Br  1.4184  -0.8028  2.4088
C  -1.1975  1.9541  2.0070
H  3.8254  0.7033  -0.7671
H  -0.3930  -1.0042  0.3651
C  -0.5241  1.2052  0.8777
H  1.3496  0.2850  -1.4237
H  3.7617  -0.3282  0.5427
C  -0.9371  2.0713  -0.3611
H  1.4261  -1.0488  -0.3729
H  -1.3840  -0.6507  1.7019
H  -2.2071  1.9679  1.6754
C  3.2687  -0.2145  -0.5181
H  3.6783  -0.8664  -1.2840
H  -2.0562  2.2683  -0.3403
P  1.3085  0.9241  1.0034
C  1.7497  -0.0229  -0.4982
S  0.1434  4.9693  -1.0039
H  -0.2992  2.9977  -0.2880
H  -0.8504  3.0348  2.1010

=====

Computed, not measured: C4H6F2 as an isolated structure, with ωB97M-V/def2-TZVPD.

## Properties
- E_LUMO (eV) = 1.16
- net charge = 0
- HOMO-LUMO gap (eV) = 10.2
- HOMO (eV) = -9.09

Atoms and positions in Å:
H  1.9660  0.4042  -1.2806
C  -0.4040  0.1723  -0.3006
H  0.8706  0.2130  1.5214
H  -0.6172  0.4933  -1.3252
F  3.2508  0.8565  0.1527
H  0.8472  1.7112  0.4875
H  -1.2940  -1.0137  1.1089
C  0.6694  0.6876  0.5603
C  2.2617  0.0946  -0.3363
F  2.5115  -1.1648  -0.0835
H  -2.1976  -1.0376  -0.6385
C  -1.3047  -0.7448  0.0501

=====

Computed, not measured: C49H42GeN7O2S2Sc as an isolated structure, with ωB97M-V/def2-TZVPD.

## Properties
- E_LUMO (alpha / beta) (eV) = 4.14 / 4.00
- net charge = -2
- HOMO-LUMO gap (alpha / beta) (eV) = 3.6 / 4.6
- HOMO (alpha / beta) (eV) = 0.52 / -0.56

Atoms and positions in Å:
H  0.4818  5.1492  3.7590
H  1.8284  5.2175  1.6331
H  -5.0834  3.9728  -0.0385
O  3.7250  0.0695  -1.1281
H  -4.5799  -1.1891  -1.0259
N  1.3224  0.8148  2.6035
H  2.3795  -3.3411  7.1167
H  4.1758  -0.9087  5.7618
H  -4.4415  4.2093  -2.3478
H  -7.0436  -4.6839  -0.7174
S  -3.4192  2.2619  -0.2476
C  -0.1668  -4.5399  -0.6484
C  3.3145  2.5035  -4.4447
C  -1.8598  -2.7204  1.8666
C  2.3832  1.6616  -2.3585
C  -2.0817  -1.2479  1.6018
C  1.7502  -0.1864  3.4488
H  -2.7301  -2.8718  -3.9890
C  2.8630  -0.0619  4.2907
H  -3.0691  -0.8943  1.9335
C  1.5932  3.1657  2.1712
H  1.7148  -4.4643  -4.0044
H  3.9442  0.7834  1.9037
C  -3.5211  -3.0588  -1.1221
H  2.8870  0.1259  -0.5995
N  -0.7429  2.1483  -0.6502
C  -5.9300  -2.8489  -0.8773
H  -1.1992  0.7032  -2.1975
C  -3.7042  4.5536  -1.6226
H  4.0322  -3.2276  6.5144
H  -2.2124  4.8025  4.1875
H  -1.4352  1.8863  -4.3268
C  -0.1989  4.4000  3.3925
C  -3.6789  -4.4436  -1.0850
C  4.4424  5.3037  0.8479
H  1.4063  3.0616  -3.6188
H  2.1783  -6.2762  -2.3789
S  -2.0511  3.9987  -2.1841
H  -6.8070  -2.2161  -0.7946
C  -2.5694  -1.1671  -5.2752
C  2.3015  2.4641  -3.4995
H  -0.6720  -4.5626  0.3058
C  -1.8375  3.0252  2.8796
C  -1.5432  4.1987  3.5993
C  3.4938  1.7676  1.8996
C  2.5849  -2.2533  5.2511
C  1.1820  -4.4988  -3.0608
C  3.6601  4.1311  1.3791
H  5.2524  1.7405  -4.9987
N  0.2421  3.4045  2.5961
N  0.2501  2.3744  -1.5568
C  -4.0106  3.9657  -0.2442
C  1.2973  1.6288  -1.3646
C  4.5614  0.9164  -3.1446
C  1.4358  -2.3810  4.4732
C  3.2891  -1.0662  5.1547
H  -2.9645  -1.6923  -6.1383
C  -1.7185  -0.7621  0.1781
H  0.8334  -3.2757  4.5850
C  -4.6735  -2.2719  -1.0155
C  1.4434  -5.5123  -2.1516
H  -2.3168  0.6934  -6.3252
C  -1.5730  0.1672  -3.0583
H  5.5148  5.1054  0.8873
H  5.4325  0.2938  -2.9790
H  -3.4766  4.5090  0.5384
N  -0.7560  2.5623  2.2844
H  -5.0281  -6.1116  -0.9102
H  0.9680  -6.3088  -0.2145
C  -2.4314  -1.8296  -4.0620
C  -4.9346  -5.0314  -0.9416
H  4.2478  6.2113  1.4245
H  5.2571  2.7122  1.1695
C  2.3277  4.2582  1.7298
C  2.9906  -3.3457  6.2081
C  -1.8880  2.8118  -0.8941
C  0.7639  -5.5300  -0.9409
C  3.5445  0.8772  -2.1943
C  2.1396  1.8732  2.2657
H  -3.7096  5.6461  -1.5990
C  -0.4575  -3.5162  -1.5549
H  -2.5060  -3.5153  1.5278
C  -0.7085  -2.8546  2.5439
H  4.1869  5.5157  -0.1936
H  -2.8063  -5.0833  -1.1736
C  -2.2057  0.1726  -5.3804
H  3.2130  3.1349  -5.3196
Ge  -1.7757  -2.0882  -1.1965
N  -1.0004  -0.5988  2.3817
C  0.2444  -3.5140  -2.7634
C  4.2261  2.8580  1.4766
O  1.3902  0.7559  -0.3503
H  2.8870  -4.3354  5.7558
H  -2.7699  2.4983  2.7574
Sc  -0.2077  0.7266  0.9382
C  -1.7102  0.8398  -4.2695
H  -0.1738  -3.7581  2.7957
H  0.0651  -2.7256  -3.4847
C  -1.9239  -1.1746  -2.9354
N  -0.1596  -1.6389  2.8488
C  1.0018  -1.4027  3.5794
C  4.4531  1.7241  -4.2662
C  -6.0646  -4.2328  -0.8359
H  3.4252  0.8626  4.2536

=====

Computed, not measured: a 2-piece molecular cluster, C10H16 overall, with ωB97M-V/def2-TZVPD.

## Properties
- structure (SMILES) = Cc1ccccc1.CCC
- E_LUMO (eV) = 1.04
- net charge = 0
- HOMO-LUMO gap (eV) = 10.0
- HOMO (eV) = -8.96

Atoms and positions in Å:
H  1.3083  -0.9175  3.1548
H  -1.5575  4.2790  -2.2568
C  -1.9136  0.6135  -0.8936
C  -0.6163  2.5474  -1.4613
H  -0.7407  -1.0552  -0.2331
H  2.4056  -3.0016  1.6848
C  0.4574  -3.3155  0.8888
H  1.0832  -2.5724  3.8069
H  -2.7829  2.5134  -1.3870
C  0.4796  0.4965  -1.0775
H  0.2137  3.9906  -2.7125
C  -0.5547  3.9938  -1.9409
H  0.3337  -4.2937  1.3365
H  1.8029  -1.5836  1.0068
C  0.5652  1.8332  -1.4365
C  0.9111  -1.9287  2.9336
C  -1.8735  1.9490  -1.2707
C  -0.7024  -0.0697  -0.6692
H  -2.8229  0.0719  -0.7034
C  1.4541  -2.4249  1.6209
H  0.7405  -3.3907  -0.1761
H  -0.4592  -2.7746  0.6675
H  -0.3987  4.7590  -1.1733
H  -0.1741  -1.7711  2.9360
H  1.3070  -0.2136  -1.0209
H  1.5343  2.2654  -1.6239

=====

Computed, not measured: a 13-piece molecular cluster, C5H36N2O13 overall, with ωB97M-V/def2-TZVPD.

## Properties
- E_LUMO (eV) = 0.12
- net charge = 0
- HOMO-LUMO gap (eV) = 9.7
- HOMO (eV) = -9.62

Atoms and positions in Å:
H  0.5197  -2.6256  2.9859
H  -4.7936  -0.1164  2.3784
O  -3.1844  -0.6798  -4.4168
H  -1.6775  -1.2947  1.9338
H  2.7525  0.2967  0.8779
H  0.6040  2.5481  -1.2809
H  0.9220  1.6236  3.8538
O  -4.1431  0.5486  2.6018
C  0.3989  1.9762  -0.3755
H  -0.0067  -0.3401  1.0693
H  1.8952  -1.8478  -0.7536
C  -1.5766  2.6267  0.5855
H  1.2090  -2.7105  0.5551
O  -0.1249  -2.3675  -0.8599
H  -1.5583  -3.9002  1.2522
H  -4.4176  -1.5693  0.7996
C  1.0466  0.5567  -0.6090
O  4.8805  0.5799  -0.8334
H  1.5180  2.0294  -4.4122
O  -1.2915  -1.4689  2.8057
O  3.9375  2.4461  -2.9308
H  4.1407  1.5617  -3.2236
H  0.3125  2.4318  -3.5492
H  2.4072  -0.9671  1.8959
H  -2.6271  2.9089  0.7147
H  0.4256  1.1027  2.4689
H  -0.6214  -1.6930  -1.3297
H  3.4213  2.0552  -0.3956
O  -2.1370  -0.9520  -1.8462
H  3.0954  2.8948  -3.0867
H  5.5382  0.8810  -0.2085
H  -1.3330  -3.1272  -0.0578
O  1.1676  1.9388  -3.5203
H  -2.5759  -0.5088  -3.6780
H  0.8510  2.5017  0.4717
N  2.0409  -0.1731  1.4108
C  0.9021  -0.4748  0.5019
O  -2.0424  -3.5292  0.5001
O  0.2896  1.7987  3.1350
H  2.7822  2.5595  0.9015
H  -4.7034  1.2303  3.0484
O  0.4497  -3.5350  3.2744
H  -0.9712  3.0592  1.3885
H  -3.6051  -1.5361  -4.2272
C  0.9997  -1.8730  -0.1176
O  -3.5578  -1.2725  0.4977
N  -1.0525  1.8762  -0.2893
H  -1.7174  -0.7474  3.3017
H  4.8463  1.3742  -1.4219
H  2.0589  0.6566  -0.9931
H  -2.0621  -0.0026  -1.5823
H  -2.8997  -1.2920  -1.3197
H  -0.3253  -3.6127  3.8288
H  0.4177  0.3648  -1.4844
H  -3.1089  -2.1623  0.4057
O  3.5833  2.6401  0.3455

=====

E, respectively: -7143.799938, -1657.587997, -676.269228, -3550.429019, -355.656153, -6060.232270, -390.602331, -1299.679815 a.u..